No. 1
C13H29F4GaNO3 | the ωB97M-V functional and the def2-TZVPD basis

CARTESIAN COORDINATES (ANGSTROEM)
C 0.23590 -3.62136 0.20500
C 0.43644 -2.45801 -0.76177
O -0.76147 -2.18292 -1.43783
C -0.84659 -0.82976 -1.92878
Ga -1.37764 0.66466 -0.64123
C -0.64060 2.43811 -1.32250
N -0.11993 3.43744 -0.35166
C -1.06557 4.50497 -0.08329
C -3.42085 0.79058 -0.61727
C -4.13991 0.93314 0.70864
C -4.20001 -0.38530 1.48534
O -5.48743 1.44970 0.54582
C -0.64672 0.36228 1.29067
F -1.00716 -0.86884 1.85730
F -1.18449 1.30759 2.15591
C 0.88141 0.39936 1.48156
F 1.48923 0.89358 0.35700
F 1.27879 1.20672 2.50260
H 0.62613 -4.55947 -0.19629
H -0.83336 -3.74288 0.38829
H 0.72574 -3.44040 1.16491
H 1.21835 -2.70237 -1.49807
H 0.78295 -1.56467 -0.22308
H 0.08730 -0.58656 -2.46742
H -1.62822 -0.87236 -2.69781
H -1.46452 2.91495 -1.87111
H 0.14126 2.24421 -2.06994
H 0.06150 2.97141 0.52899
H -1.27490 5.04345 -1.01307
H -2.03357 4.16296 0.32395
H -0.63191 5.21710 0.62598
H -3.65034 1.67392 -1.22843
H -3.83679 -0.08556 -1.14193
H -3.66253 1.70135 1.32461
H -5.11829 -0.91462 1.21155
H -3.34841 -1.02388 1.25103
H -4.21657 -0.22914 2.56655
H -5.82412 1.04550 -0.26570
H 1.27542 -0.60483 1.66255
C 5.17387 -0.80811 -1.16475
C 3.97452 -1.35646 -0.40974
C 3.99483 -0.96714 1.05702
O 3.88306 -2.77531 -0.55034
H 6.10224 -1.19849 -0.73477
H 5.13033 -1.09942 -2.21408
H 5.20653 0.28059 -1.10476
H 3.05711 -0.98537 -0.87064
H 4.90006 -1.35775 1.53509
H 3.12666 -1.37696 1.56954
H 3.98129 0.11588 1.17994
H 4.65095 -3.16149 -0.11356

Calculated values
Total charge = -1
HOMO energy = -4.26 eV
HOMO-LUMO gap = 0.257 Ha

***

No. 2
C5H11O2S | the ωB97M-V functional and the def2-TZVPD basis

CARTESIAN COORDINATES (ANGSTROEM)
C 1.91729 2.10603 -0.76780
C 1.24686 1.42844 0.42030
S 2.39784 0.25884 1.21607
C 1.27376 -1.10786 1.57860
H 1.26235 2.84862 -1.23225
H 2.18857 1.37679 -1.53168
H 2.84166 2.62172 -0.48350
H 0.40327 0.83628 0.06690
H 0.90172 2.17383 1.13563
H 1.85144 -2.03062 1.63769
H 0.74288 -0.93248 2.51386
H 0.52518 -1.21715 0.77710
O -2.06694 -0.15041 0.68851
C -1.83757 -0.82112 -0.33526
O -0.71395 -1.00724 -0.87933
C -3.02765 -1.47592 -1.06726
H -3.96745 -1.16607 -0.60902
H -3.00605 -1.17908 -2.11519
H -2.93320 -2.56260 -1.01336

Calculated values
Total charge = -1
ΔE to the lowest compared entry with this formula, charge and spin = 0.00 kcal per mole
HOMO energy = -4.35 eV
HOMO-LUMO gap = 0.286 Ha

***

LUMO energy: 2.74; 3.42 (eV)